a | # C5H12O2

A 3-piece molecular cluster, C5H12O2 overall (wB97M-V/def2-TZVPD, the Open Molecules 2025 dataset).

Each line ends with the Mulliken charge.
Cartesian coordinates (Å):
C -0.59 0.23 1.26  -1.1670
C -1.37 0.37 -0.01  0.9805
C -2.59 0.95 -0.03  -0.9271
C 0.30 -1.02 -1.16  -1.0423
C -1.01 -0.45 -1.11  0.1087
H 0.64 -1.37 -0.15  0.2736
H -1.05 0.88 2.00  0.3969
H -0.51 -0.81 1.54  0.3205
H -3.29 0.95 -0.87  0.3034
H -3.03 1.38 0.86  0.2796
H 1.07 -0.27 -1.41  0.3898
H 0.30 -1.78 -1.95  0.3508
H -1.80 -1.03 -1.57  0.3294
H 3.09 1.28 -0.97  0.2875
H 2.22 0.45 0.02  0.3469
O 2.18 1.14 -0.72  -0.6916
H 0.45 0.54 1.10  0.2761
H 2.82 -0.84 1.92  0.1016
O 2.17 -0.60 1.25  -0.9174

Output
- HOMO energy (eV) = -7.5
- orbital gap (eV) = 4.747

---

b | # C5H12O2

One molecule with the formula C5H12O2 (wB97M-V/def2-TZVPD, the Open Molecules 2025 dataset).

Each line ends with the Mulliken charge.
Cartesian coordinates (Å):
C 0.51 -3.33 1.13  -0.6826
O -0.19 -2.12 1.41  -0.3541
C -0.29 -1.26 0.18  -0.4979
C -0.57 0.22 0.46  -0.3803
C -0.39 1.04 -0.86  -0.5372
O -0.82 2.45 -0.69  -0.3858
C 0.20 3.36 -0.87  -0.7767
H 1.56 -2.93 1.09  0.2950
H 0.57 -3.99 2.05  0.2612
H 0.25 -3.93 0.23  0.2669
H -1.14 -1.65 -0.47  0.2361
H 0.64 -1.34 -0.34  0.4023
H 0.10 0.70 1.19  0.2268
H -1.56 0.23 0.95  0.2668
H 0.66 1.22 -1.05  0.3672
H -0.81 0.43 -1.66  0.3603
H 0.64 3.22 -1.77  0.4075
H -0.25 4.39 -0.93  0.2240
H 0.91 3.29 -0.04  0.3005

Output
- HOMO energy (eV) = -9.7
- orbital gap (eV) = 10.742

---

c | # C5H12O2

A 3-piece molecular cluster, C5H12O2 overall (wB97M-V/def2-TZVPD, the Open Molecules 2025 dataset).

Each line ends with the Mulliken charge.
Cartesian coordinates (Å):
C -0.03 -0.72 0.25  -0.9950
C -1.46 -0.31 0.39  1.0004
C -2.21 -1.02 1.31  -0.9286
C -0.98 1.10 -1.69  -0.7985
C -1.88 0.56 -0.58  -0.1468
H -0.82 0.17 -2.40  0.2954
H 0.12 -1.20 1.26  0.4046
H 0.04 -1.64 -0.51  0.2238
H -3.25 -0.94 1.47  0.3144
H -1.77 -1.81 1.86  0.3178
H -0.05 1.37 -1.15  0.2801
H -1.46 2.02 -2.15  0.3121
H -2.92 0.93 -0.53  0.3534
H 4.20 -0.18 1.68  0.2608
H 2.88 0.29 0.75  0.3910
O 3.24 -0.43 1.51  -0.7823
H 0.69 0.06 0.09  0.2456
H 3.02 0.62 -1.12  0.2179
O 2.64 1.13 -0.43  -0.9660

Output
- HOMO energy (eV) = -7.0
- orbital gap (eV) = 3.177

---

d | # C5H12O2

A 3-piece molecular cluster, C5H12O2 overall (wB97M-V/def2-TZVPD, the Open Molecules 2025 dataset).

Each line ends with the Mulliken charge.
Cartesian coordinates (Å):
C 1.10 1.91 0.70  -1.2300
C 0.33 0.84 0.96  -0.0368
C 0.86 -0.54 0.77  -0.4420
C -0.09 -1.40 -0.07  0.0115
C -1.24 -1.93 0.27  -0.9467
H 0.60 2.86 0.84  0.2640
H 2.12 1.84 0.35  0.3746
H -0.71 0.96 1.24  0.4889
H 1.84 -0.49 0.32  0.3981
H 0.91 -0.98 1.77  0.3410
H 0.30 -1.52 -1.08  0.2264
H -1.87 -2.62 -0.28  0.2987
H -1.57 -1.74 1.29  0.2901
O 1.98 -0.12 -2.10  -0.6214
H 1.85 -0.23 -3.05  0.2940
H 1.68 0.77 -1.82  0.3193
O -2.70 0.98 0.20  -0.6525
H -1.98 0.34 0.15  0.3394
H -3.41 0.64 -0.33  0.2834

Output
- HOMO energy (eV) = -9.7
- orbital gap (eV) = 10.456

---

Stability ranking, top entry: d; the second entry is 0.0284 hartree less favorable.

---

a | # C5H12O2

A 2-piece molecular cluster, C5H12O2 overall (wB97M-V/def2-TZVPD, the Open Molecules 2025 dataset).

Each line ends with the Mulliken charge.
Cartesian coordinates (Å):
C -0.99 0.23 2.35  -1.1344
C 0.21 -0.41 1.65  -0.4746
C 0.63 0.45 0.49  0.1991
O 1.31 -0.25 -0.54  -0.6174
C -0.03 0.25 -0.80  -0.1261
C -0.07 1.22 -1.94  -1.3503
H -0.75 1.26 2.66  0.3146
H -1.84 0.28 1.66  0.2962
H -1.29 -0.34 3.23  0.3538
H 1.05 -0.54 2.34  0.3149
H -0.05 -1.40 1.27  0.2879
H 1.04 1.43 0.71  0.4036
H -0.80 -0.52 -0.81  0.5586
H 0.92 1.68 -2.03  0.3543
H -0.29 0.68 -2.87  0.2848
H -0.83 1.99 -1.81  0.3035
O 0.34 -2.33 -1.80  -0.6714
H 0.91 -1.86 -1.16  0.4108
H 0.51 -1.82 -2.61  0.2922

Output
- HOMO energy (eV) = -10.5
- orbital gap (eV) = 11.504

---

b | # C5H12O2

One molecule with the formula C5H12O2 (wB97M-V/def2-TZVPD, the Open Molecules 2025 dataset).

Each line ends with the Mulliken charge.
Cartesian coordinates (Å):
C 2.98 0.91 -0.17  -1.0205
C 2.28 -0.52 -0.33  -0.3905
O 0.93 -0.34 -0.69  -0.3093
C 0.05 -0.61 0.36  -0.3094
C -1.30 -0.20 -0.21  -0.4964
O -2.25 -0.27 0.80  -0.3061
C -3.47 0.22 0.35  -0.7234
H 2.81 1.62 0.71  0.2633
H 2.85 1.59 -1.04  0.3036
H 4.03 0.65 -0.11  0.3413
H 2.40 -1.08 0.63  0.3291
H 2.60 -1.29 -1.09  0.3178
H 0.10 -1.72 0.46  0.2619
H 0.27 0.00 1.26  0.2764
H -1.23 0.84 -0.56  0.3125
H -1.63 -0.81 -1.08  0.3003
H -3.83 -0.35 -0.52  0.3006
H -3.45 1.28 0.03  0.3004
H -4.13 0.10 1.20  0.2484

Output
- HOMO energy (eV) = -9.6
- orbital gap (eV) = 10.737

---

Stability ranking, top entry: a; the second entry is 0.0322 hartree less favorable.

---

a | # C5H12O2

One molecule with the formula C5H12O2 (wB97M-V/def2-TZVPD, the Open Molecules 2025 dataset).

Each line ends with the Mulliken charge.
Cartesian coordinates (Å):
C -0.22 -1.19 2.45  -1.1915
C -0.55 -1.23 0.96  -0.4898
C -0.11 0.06 0.27  0.1711
O 1.28 0.26 0.48  -0.5471
C -0.47 0.08 -1.22  -0.7588
C 0.03 1.34 -1.92  -0.4519
O 1.46 1.30 -2.05  -0.5842
H -0.46 -2.13 2.95  0.3774
H 0.85 -0.99 2.59  0.2746
H -0.77 -0.39 2.95  0.2911
H -1.62 -1.39 0.81  0.2813
H -0.03 -2.07 0.48  0.2884
H -0.64 0.90 0.75  0.2155
H 1.71 0.24 -0.38  0.4029
H -1.56 0.01 -1.33  0.4044
H -0.03 -0.79 -1.72  0.3743
H -0.28 2.23 -1.36  0.2961
H -0.40 1.41 -2.93  0.3133
H 1.82 2.05 -1.57  0.3327

Output
- HOMO energy (eV) = -9.9
- orbital gap (eV) = 10.775

---

b | # C5H12O2

A 2-piece molecular cluster, C5H12O2 overall (wB97M-V/def2-TZVPD, the Open Molecules 2025 dataset).

Each line ends with the Mulliken charge.
Cartesian coordinates (Å):
C 0.46 -1.53 -1.40  -1.4734
C -0.15 -0.31 -0.68  0.8451
C -1.05 0.65 -1.44  -1.6025
C 1.05 0.52 -0.06  -0.7654
C 1.68 -0.17 1.11  -0.0826
O 1.79 -1.35 1.37  -0.4758
H -0.22 -2.38 -1.49  0.3540
H 0.73 -1.20 -2.41  0.3758
H 1.41 -1.86 -1.00  0.3424
H -0.78 -0.78 0.08  0.2360
H -1.66 1.17 -0.72  0.3763
H -1.66 0.23 -2.24  0.4047
H -0.49 1.45 -1.96  0.3363
H 1.80 0.63 -0.85  0.3181
H 0.57 1.47 0.20  0.3858
H 2.19 0.37 1.93  0.4230
O -1.95 1.26 3.49  -0.6395
H -2.53 1.13 2.71  0.3219
H -1.18 0.71 3.36  0.3198

Output
- HOMO energy (eV) = -9.7
- orbital gap (eV) = 10.325

---

c | # C5H12O2

A 3-piece molecular cluster, C5H12O2 overall (wB97M-V/def2-TZVPD, the Open Molecules 2025 dataset).

Each line ends with the Mulliken charge.
Cartesian coordinates (Å):
C 0.96 -1.56 1.34  -0.7686
C -0.10 -1.97 0.51  -0.3208
C -0.21 -1.45 -0.95  -0.3256
C 0.02 -0.14 -1.29  -0.0084
C -0.66 0.56 -2.49  -1.2103
H 0.87 -1.63 2.41  0.3170
H 1.92 -1.17 0.91  0.2688
H -0.84 -2.62 0.90  0.3917
H -0.36 -2.19 -1.80  0.2820
H 0.69 0.55 -0.73  0.4834
H -1.41 1.26 -2.12  0.2530
H -0.05 1.15 -3.15  0.3309
H -1.23 -0.16 -3.15  0.3212
O 1.23 2.32 0.99  -0.6774
H 0.51 2.48 0.29  0.3414
H 0.76 1.60 1.49  0.3367
O -0.56 0.82 2.61  -0.7191
H -0.67 0.43 1.70  0.3688
H -0.87 1.72 2.53  0.3355

Output
- HOMO energy (eV) = -8.8
- orbital gap (eV) = 9.393

---

d | # C5H12O2

A 3-piece molecular cluster, C5H12O2 overall (wB97M-V/def2-TZVPD, the Open Molecules 2025 dataset).

Each line ends with the Mulliken charge.
Cartesian coordinates (Å):
C -0.62 0.04 -1.59  -1.2984
C 0.29 -0.48 -0.76  0.3375
C 1.57 0.21 -0.38  -0.5179
C 2.38 -0.48 0.72  -1.0993
H -1.42 -0.57 -2.00  0.5215
H -0.57 1.08 -1.93  0.2707
H 0.16 -1.50 -0.40  0.2776
H 2.18 0.21 -1.30  0.3615
H 1.39 1.27 -0.15  0.2972
H 3.39 -0.08 0.76  0.3375
H 1.91 -0.36 1.71  0.2683
H 2.45 -1.55 0.53  0.2918
C -2.86 0.19 -0.16  -0.1702
O -2.70 1.08 0.64  -0.5191
H -2.58 -0.86 0.05  0.2998
H -3.35 0.38 -1.13  0.3276
O -0.45 0.11 1.93  -0.6264
H 0.12 0.88 1.82  0.3126
H -1.32 0.44 1.64  0.3276

Output
- HOMO energy (eV) = -9.5
- orbital gap (eV) = 10.069

---

Stability ranking, top entry: a; the second entry is 0.0295 hartree less favorable.